a | ORCA calculation (ωB97M-V/def2-TZVPD) on a molecular structure, C10H24CrO10.

- Multiplicity: 4
- <S²>: 3.81
- Net charge: -1
- Gap between HOMO and LUMO (spin up / spin down): 6.8 / 6.8 eV

CARTESIAN COORDINATES (ANGSTROEM)
1 Cr 0.45 0.25 -1.03
2 C -2.33 2.45 -0.44
3 O -1.33 1.50 -0.86
4 H -3.20 1.81 -0.55
5 H -2.14 2.92 0.53
6 H -2.32 3.25 -1.18
7 C 2.10 2.80 -2.83
8 O 1.75 1.62 -2.00
9 H 1.42 2.77 -3.68
10 H 1.95 3.71 -2.25
11 H 3.09 2.83 -3.30
12 C 3.28 -1.56 -0.03
13 O 2.24 -0.75 -0.50
14 H 3.35 -1.32 1.03
15 H 3.17 -2.63 -0.24
16 H 4.26 -1.26 -0.40
17 C -0.72 -1.97 -3.61
18 O -0.15 -1.02 -2.65
19 H -1.65 -1.61 -4.03
20 H -0.07 -2.28 -4.43
21 H -0.96 -2.90 -3.10
22 C -3.32 -0.91 1.11
23 O -2.56 -2.13 1.12
24 C -1.38 -2.18 0.67
25 O -0.69 -1.22 0.19
26 O -0.98 -3.44 0.84
27 C 0.03 -3.97 0.03
28 H -4.37 -1.14 1.28
29 H -3.21 -0.34 0.18
30 H -3.05 -0.24 1.93
31 H 1.08 -3.74 0.21
32 H -0.04 -3.68 -1.02
33 H 0.15 -5.05 0.17
34 C 0.51 4.03 2.05
35 O 0.02 2.84 2.67
36 C 0.34 1.55 2.17
37 O 0.94 1.26 1.12
38 O 0.08 0.68 3.01
39 C 0.48 -0.68 3.02
40 H 0.62 4.82 2.79
41 H -0.18 4.34 1.26
42 H 1.46 3.87 1.53
43 H -0.30 -1.44 2.91
44 H 0.94 -0.80 4.00
45 H 1.23 -1.04 2.32

b | ORCA calculation (ωB97M-V/def2-TZVPD) on a molecular structure, C10H24CrO10.

- Multiplicity: 4
- <S²>: 3.78
- Net charge: -1
- Gap between HOMO and LUMO (spin up / spin down): 6.5 / 6.3 eV

CARTESIAN COORDINATES (ANGSTROEM)
1 Cr -0.71 -0.45 -1.11
2 C -0.90 2.87 -1.76
3 O -0.92 1.50 -1.74
4 H -1.92 3.27 -1.83
5 H -0.57 3.33 -0.80
6 H -0.21 3.26 -2.51
7 C 0.54 -1.21 -4.02
8 O -0.41 -1.13 -3.02
9 H 1.53 -0.92 -3.63
10 H 0.54 -2.14 -4.60
11 H 0.32 -0.41 -4.76
12 C 0.07 -3.33 0.54
13 O -0.22 -2.13 -0.06
14 H 1.14 -3.48 0.77
15 H -0.40 -3.35 1.54
16 H -0.30 -4.20 -0.02
17 C -3.93 -1.37 -1.05
18 O -2.71 -0.82 -1.35
19 H -4.32 -1.04 -0.06
20 H -4.73 -0.92 -1.66
21 H -3.91 -2.46 -1.16
22 C -0.72 3.03 3.42
23 O -0.74 2.37 2.14
24 C -0.80 1.07 1.99
25 O -0.92 0.51 0.97
26 O -0.82 0.43 3.18
27 C -0.58 -0.95 3.23
28 H -0.54 2.34 4.24
29 H -1.66 3.57 3.56
30 H 0.10 3.73 3.28
31 H 0.11 -1.23 2.44
32 H -1.46 -1.61 3.12
33 H -0.34 -1.24 4.25
34 C 2.12 2.46 0.27
35 O 3.02 1.45 -0.09
36 C 2.52 0.26 -0.42
37 O 1.36 0.02 -0.57
38 O 3.52 -0.57 -0.60
39 C 3.16 -1.93 -0.82
40 H 1.82 2.34 1.32
41 H 1.18 2.52 -0.29
42 H 2.51 3.47 0.31
43 H 2.79 -2.37 0.11
44 H 4.03 -2.49 -1.15
45 H 2.39 -2.04 -1.57

Q: Which of them is the least stable? A: a.